# C16H20B2F20O8Sn2

A structure of composition C16H20B2F20O8Sn2 in a non-equilibrium geometry (the ωB97M-V functional and the def2-TZVPD basis, the OMol25 dataset).

XYZ file:
```
68
Properties=species:S:1:pos:R:3:mulliken_charge:R:1
Sn -3.9190 -1.7639 -0.8641 1.58
Sn -0.6420 1.9496 -2.6449 1.57
F 3.3112 -1.9064 -1.7028 -0.23
F -1.6426 6.4176 -1.0704 -0.23
F -2.2081 6.6296 1.0152 -0.22
F -4.8807 0.1597 -2.5430 -0.32
F -3.5688 2.0242 -3.1923 -0.28
F 4.6435 2.2375 -1.8881 -0.24
F -3.2351 0.9907 -1.2079 -0.11
F -0.2895 0.6797 -0.1964 -0.17
F -0.5941 -1.1036 4.2599 -0.24
F -2.4351 -0.3302 3.4358 -0.24
F -0.2059 -1.4065 0.7350 -0.35
F -3.6292 5.8560 -0.4295 -0.23
F 1.3677 -2.6436 -1.1230 -0.22
F -2.4995 -1.8519 4.9887 -0.25
F 4.3301 3.9447 -0.5600 -0.23
F -2.7336 -0.1298 -3.1512 -0.26
F 2.4516 -3.6044 -2.7291 -0.24
F -1.2894 -1.0953 -1.2484 -0.60
F 5.7144 2.3663 -0.0420 -0.23
F -2.2335 -0.3098 0.6278 -0.68
O -0.9486 -3.4110 3.0528 -0.22
O 3.6556 1.2323 1.1004 -0.26
O 1.2637 -0.3216 -2.8146 -0.48
O -1.9041 3.6007 -0.6982 -0.60
O 2.2435 2.0354 -0.4532 -0.58
O -2.6901 -2.5469 1.9453 -0.63
O 1.2470 -1.9856 -4.3012 -0.22
O -1.6072 4.1986 1.4276 -0.25
C 0.7303 -2.0547 -6.6245 -1.30
C -0.3754 -5.7304 2.9271 -1.31
C 2.1832 -2.4378 -2.1634 0.86
C 0.6234 -1.2360 -5.3519 0.16
C -1.8387 -1.4251 3.9238 0.95
C -1.8597 -2.5082 2.8203 0.55
C -0.6848 2.8710 3.2322 -1.45
C 2.5437 0.8017 1.9092 0.92
C -2.3446 5.8874 -0.0700 0.83
C 3.3462 1.8770 0.0073 0.45
C -0.7702 -4.4899 2.1270 -0.03
C 3.0274 0.0594 3.1210 -1.53
C -1.1893 2.8872 1.8156 1.04
C 4.5433 2.6375 -0.5998 0.81
C -1.8913 4.4345 0.1936 0.39
C 1.5080 -1.4635 -3.1444 0.35
B -0.9702 -0.5316 0.0061 1.18
B -3.6262 0.8109 -2.5407 0.32
H -0.3998 1.8587 3.5213 0.26
H 1.8801 0.1598 1.3305 -0.24
H 0.2620 3.4162 3.2936 0.40
H -0.1649 -6.5747 2.2787 0.41
H -1.3537 3.3075 3.9695 0.40
H 0.5685 -5.4622 3.4084 0.32
H 3.5025 -0.9085 2.9673 0.37
H 2.2133 -0.1180 3.8286 0.31
H -1.6966 -4.6736 1.5835 0.29
H -1.1073 -5.8880 3.7150 0.35
H 0.0149 -4.2854 1.3984 0.12
H 0.4044 -3.0697 -6.3903 0.34
H -1.9412 2.1101 1.6493 0.03
H -0.4092 -0.9978 -5.0818 0.00
H 1.9778 1.6756 2.2354 0.00
H 0.0309 -1.6429 -7.3498 0.40
H 1.1307 -0.2779 -5.5014 0.29
H 3.7298 0.6390 3.7258 0.42
H -0.4056 2.5610 1.1263 -0.32
H 1.7364 -2.1311 -7.0248 0.33
```

Computed properties:
**E_tot**: -3699.104162 hartree
**Net charge**: +2
**LUMO level**: -9.26 eV
**Relative energy (zero: lowest compared OMol25 entry of this formula, charge and spin)**: 0.00 kcal/mol